Formula: C53H64N4O2SSr
Source: the OMol25 dataset
Level of theory: ωB97M-V with the def2-TZVPD basis set

Positions of all 125 atoms, in Å:
C -3.12 -1.45 -0.85
C 4.78 -1.26 0.54
C -3.29 -2.86 -1.39
C -2.97 0.33 0.63
H -5.93 2.00 -0.43
C 1.60 1.41 2.92
H 3.17 -2.03 6.37
C -3.90 2.19 -1.20
C 2.47 2.21 3.65
H -2.41 -3.80 0.36
H 4.93 0.59 2.43
H -3.17 -3.94 -3.27
C 3.22 -2.95 1.23
H -3.84 -2.31 -3.42
C -4.66 1.22 2.28
H 5.64 -0.46 -3.71
C 0.19 -1.74 -1.99
H 0.61 1.09 -5.71
H -2.50 -1.77 1.23
C 2.40 0.22 -2.86
H 4.36 -0.66 -5.61
H 4.61 1.34 0.84
C 1.38 -1.70 5.14
H 4.54 -1.88 2.57
H -0.90 -0.77 -5.27
H 1.27 1.87 -3.49
C 0.60 5.72 -1.68
H -0.40 -0.93 6.11
H 6.01 -0.39 -1.44
H -2.60 -4.88 -1.02
C -3.09 -2.91 -2.91
H 3.31 -2.61 4.70
H -2.48 2.35 3.49
H -4.98 2.05 1.65
C 2.63 -2.50 5.55
C 1.45 6.18 -0.68
N 1.12 1.98 1.75
C 1.76 5.35 0.37
H -0.93 0.86 -3.43
C -0.01 -0.71 -4.64
H 2.34 -0.27 -6.86
H 1.02 -3.81 -5.36
C -3.18 0.87 2.07
C 1.09 0.31 -5.11
H 0.56 -0.45 2.79
H -3.79 -0.23 -2.56
H -2.43 2.93 1.84
C -3.26 2.43 -2.58
C 0.35 3.54 -0.56
C 5.36 0.82 1.45
H -2.17 2.52 -2.49
C -3.48 -0.28 -1.52
S 2.67 3.73 2.84
H -5.28 0.36 2.03
O 5.80 -0.37 0.80
C 3.46 -0.34 -5.08
H 6.23 1.46 1.58
N 5.09 -0.67 -1.75
H 0.93 -3.57 -2.91
H -4.93 -4.30 -1.52
H -0.60 4.13 -2.41
C 1.24 0.79 -3.65
H -3.51 -1.08 3.01
H 3.70 2.36 5.42
H -5.45 -2.60 -1.51
C -2.34 -3.86 -0.73
H -2.10 -2.53 -3.19
H 2.42 5.70 1.16
H 2.33 -3.50 5.88
C -4.73 -3.32 -1.09
C 0.51 -1.45 6.39
H -3.63 3.37 -3.01
C 2.35 -0.13 -5.78
C 3.41 -2.35 -1.10
N 0.74 -2.85 -5.46
H -2.95 0.19 4.11
C 4.20 -2.02 1.54
C 1.57 3.19 1.57
H -4.90 -3.36 -0.02
C 2.83 -3.10 -0.10
C 4.78 -0.46 -3.05
H 3.11 0.13 6.20
H 0.60 -2.49 -6.39
C -3.55 3.43 -0.38
C 1.26 0.14 3.38
H 0.25 -2.40 6.85
C -3.42 0.83 -0.65
H -3.86 4.32 -0.94
H -3.48 1.62 -3.28
C -2.28 2.06 2.46
C -2.85 -0.22 3.10
H 2.06 -3.83 -0.35
H -1.31 -3.68 -1.02
C 1.79 -0.34 4.56
H 0.19 -2.20 -1.00
C 1.22 4.05 0.43
H -4.85 1.49 3.33
H 0.39 -3.52 4.56
C 0.49 -2.10 -4.37
O 2.36 0.27 -1.64
H 1.86 7.19 -0.72
C 2.68 0.48 5.27
H 3.11 -2.47 -2.13
H 2.77 -3.55 2.00
H 0.34 6.37 -2.51
C -0.13 0.12 -3.34
H -5.71 1.33 -2.05
C 3.56 -0.25 -3.62
C 0.07 4.44 -1.60
H -2.48 3.52 -0.22
C -5.43 2.15 -1.39
H -4.06 3.46 0.58
C 0.62 -2.55 -3.10
C 4.39 -1.42 -0.78
H 1.10 -2.65 3.20
N -0.24 -0.54 -2.07
H -1.81 -0.57 2.99
H -5.79 3.09 -1.82
H -1.23 1.78 2.40
H 1.05 -0.84 7.12
C 0.57 -2.53 4.15
C 3.03 1.75 4.84
C -2.78 -1.08 0.45
H -0.40 -2.08 3.94
Sr -0.36 1.03 -0.32

The orbital gap is 6.175 eV. As for the LUMO energy: -0.078 eV. For the maximum force, the calculation gives 1.616 eV Å⁻¹. The total energy comes out at -2856.39375 a.u.

=====

Formula: C5H8N2O3
Source: the OMol25 dataset
Level of theory: ωB97M-V with the def2-TZVPD basis set

Positions of all 18 atoms, in Å:
H -0.49 1.60 -0.46
C -1.75 0.06 -0.89
O -3.45 2.73 -1.39
H -1.20 -1.66 -2.05
H -0.11 -1.30 -0.67
C -0.72 -0.86 -1.48
O -5.31 -0.38 1.39
N -2.99 -0.11 -1.23
H -3.29 -0.43 1.47
H -3.33 2.12 -2.13
C -3.87 2.02 -0.27
H -4.99 0.39 -0.97
O -4.23 2.64 0.71
C -4.03 0.50 -0.44
H -1.46 1.53 0.82
H -0.04 -0.29 -2.13
N -1.28 1.07 -0.12
C -4.22 -0.17 0.91

The orbital gap is 10.061 eV. As for the LUMO energy: 0.467 eV. For the maximum force, the calculation gives 4.319 eV Å⁻¹. The total energy comes out at -530.52836 a.u.

=====

Formula: C4H9N4
Source: the OMol25 dataset
Level of theory: ωB97M-V with the def2-TZVPD basis set

Positions of all 17 atoms, in Å:
C 3.10 -0.05 0.02
H 3.19 -0.51 0.96
N -0.09 1.07 -0.15
H -0.95 1.64 0.05
N 1.01 -2.39 -0.42
C 0.66 -1.15 -0.34
H 3.74 -0.18 -0.84
H 1.20 -2.82 -1.30
N -0.12 -0.16 -0.31
H 0.77 -3.12 0.21
H 1.20 2.73 0.42
C 1.13 1.70 0.11
H -2.00 2.94 -0.17
N -2.43 2.03 0.01
H -3.01 1.52 -0.64
H -2.89 1.96 0.94
C 2.19 0.94 -0.01

The orbital gap (alpha / beta) is 6.786 / 7.776 eV. As for the LUMO energy (alpha / beta): -2.909 / -6.369 eV. For the maximum force, the calculation gives 7.364 eV Å⁻¹. The expectation value of S² is 2.03. The total energy comes out at -376.31680 a.u. The spin multiplicity is 3. As for the total charge: +1.